[1]
Molecular formula: C5H15NO
Method: DFT, wB97M-V/def2-TZVPD

Last column: natural (NBO) charge in e.
Cartesian coordinates (Å):
C (0.62, 1.83, 1.49)  -0.612
C (0.74, 0.30, 1.46)  -0.401
C (-0.52, -0.51, 1.12)  -0.402
C (-1.44, 0.15, 0.08)  -0.419
C (-0.82, 0.18, -1.32)  -0.229
N (-0.83, -1.11, -2.02)  -0.852
H (0.35, 2.21, 0.52)  0.203
H (1.56, 2.22, 1.86)  0.216
H (-0.10, 2.11, 2.26)  0.200
H (1.61, 0.01, 0.88)  0.193
H (1.09, -0.02, 2.45)  0.203
H (-1.09, -0.50, 2.04)  0.207
H (-0.25, -1.50, 0.80)  0.191
H (-1.60, 1.19, 0.41)  0.205
H (-2.44, -0.28, 0.09)  0.205
H (0.22, 0.49, -1.21)  0.178
H (-1.25, 0.96, -1.94)  0.196
H (-0.66, -1.80, -1.33)  0.349
H (-1.68, -1.23, -2.55)  0.366
O (2.55, -1.62, -1.70)  -0.943
H (1.95, -1.59, -0.94)  0.463
H (1.99, -1.50, -2.48)  0.481

The calculation puts the highest occupied orbital energy at -0.3461 Ha. Its SMILES is CCCCCN.O. The frontier orbital gap comes out at 10.37 eV. The lowest unoccupied orbital energy comes out at 0.953 eV. As for the total charge: 0.



[2]
Molecular formula: C3H7OPS
Method: DFT, wB97M-V/def2-TZVPD

Last column: natural (NBO) charge in e.
Cartesian coordinates (Å):
C (-0.44, -2.09, 0.05)  -0.399
C (-0.45, -0.99, -0.63)  -0.384
C (2.18, 0.34, 0.02)  -0.500
O (-1.03, 0.31, 1.72)  -0.966
P (-2.87, 1.22, -0.30)  0.155
S (-0.91, 0.61, 0.30)  0.973
H (-0.51, -3.13, -0.39)  0.227
H (-0.31, -1.96, 1.17)  0.233
H (-0.52, -0.92, -1.68)  0.214
H (2.41, 0.75, -0.92)  0.161
H (1.78, 1.04, 0.79)  0.173
H (2.01, -0.69, 0.15)  0.168
H (-2.31, 2.02, -1.34)  -0.057

The calculation puts the highest occupied orbital energy (alpha / beta) at -0.3122 / -0.3157 Ha. The frontier orbital gap (alpha / beta) comes out at 6.54 / 8.31 eV. The lowest unoccupied orbital energy (alpha / beta) comes out at -1.957 / -0.285 eV. As for the total charge: 0.



[3]
Molecular formula: C18H28BCdN9O6P2
Method: DFT, wB97M-V/def2-TZVPD

Last column: Mulliken spin population.
Cartesian coordinates (Å):
Cd (0.20, 1.17, -0.67)  -0.003
C (-3.14, 1.43, -2.18)  0.000
C (-2.63, 0.07, -1.94)  0.001
C (-3.19, -1.12, -2.29)  0.000
C (-2.45, -2.11, -1.77)  0.000
N (-1.42, -1.49, -1.16)  0.005
N (-1.52, -0.18, -1.28)  -0.009
B (-0.21, -2.29, -0.50)  -0.019
N (-0.14, -1.90, 1.07)  0.249
C (0.13, -2.74, 2.21)  0.231
C (0.02, -1.84, 3.28)  -0.023
C (-0.26, -0.59, 2.72)  0.265
C (-0.45, 0.77, 3.37)  -0.002
N (-0.29, -0.67, 1.36)  0.229
N (1.12, -1.88, -1.14)  0.006
C (2.17, -2.67, -1.35)  0.004
C (3.24, -1.90, -1.59)  -0.001
C (2.81, -0.59, -1.52)  0.007
C (3.53, 0.69, -1.83)  0.000
N (1.50, -0.60, -1.24)  -0.002
N (-0.44, -3.79, -0.64)  -0.006
C (-0.51, -4.48, -1.79)  -0.002
C (-0.82, -5.78, -1.48)  0.003
C (-0.96, -5.82, -0.05)  0.003
C (-1.27, -6.91, 0.87)  -0.001
N (-0.77, -4.60, 0.42)  0.017
H (-4.12, 1.36, -2.64)  0.000
H (-3.16, 1.96, -1.21)  0.000
H (-2.50, 1.96, -2.87)  0.000
H (-4.11, -1.27, -2.79)  0.000
H (-2.52, -3.20, -1.85)  0.000
H (0.37, -3.79, 2.02)  -0.018
H (0.16, -2.11, 4.31)  0.001
H (-0.37, 0.74, 4.45)  0.003
H (0.31, 1.44, 2.95)  0.034
H (-1.37, 1.16, 3.01)  0.026
H (2.10, -3.76, -1.27)  0.000
H (4.27, -2.26, -1.77)  0.000
H (3.10, 1.21, -2.66)  0.000
H (3.48, 1.39, -0.99)  0.000
H (4.57, 0.47, -1.95)  0.000
H (-0.41, -4.00, -2.75)  0.000
H (-0.95, -6.64, -2.14)  0.000
H (-0.55, -7.70, 0.81)  0.000
H (-1.25, -6.58, 1.94)  0.000
H (-2.23, -7.39, 0.71)  0.000
N (0.15, 4.91, 2.06)  0.000
C (0.60, 4.74, 0.67)  0.000
C (1.13, 6.01, 0.05)  0.000
P (1.98, 3.44, 0.69)  0.000
O (2.65, 3.89, 2.11)  0.000
O (2.86, 3.66, -0.45)  0.000
O (1.35, 2.10, 0.96)  0.002
P (-0.87, 3.88, -0.09)  -0.001
O (-1.80, 5.16, -0.31)  0.000
O (-0.48, 3.15, -1.35)  0.000
O (-1.44, 3.01, 1.01)  0.000
H (0.97, 4.79, 2.66)  0.000
H (-0.59, 4.19, 2.30)  0.000
H (-0.26, 5.89, 2.15)  0.000
H (2.04, 6.31, 0.57)  0.000
H (0.36, 6.82, 0.09)  0.000
H (1.42, 5.77, -0.96)  0.000
H (3.58, 4.08, 1.96)  0.000
H (-2.74, 5.02, -0.31)  0.000

The calculation puts the highest occupied orbital energy (alpha / beta) at -0.4302 / -0.4298 Ha. The frontier orbital gap (alpha / beta) comes out at 9.47 / 5.40 eV. As for the spin multiplicity: 2. As for the expectation value of S²: 0.760. The lowest unoccupied orbital energy (alpha / beta) comes out at -2.238 / -6.297 eV. As for the total charge: +1.



[4]
Molecular formula: C31H35N7
Method: DFT, wB97M-V/def2-TZVPD

Last column: Löwdin charge in e.
Cartesian coordinates (Å):
C (-5.16, -3.66, 1.15)  -0.112
C (-3.80, -3.99, 0.91)  -0.113
C (-3.10, -2.82, 0.73)  -0.145
N (-3.99, -1.80, 0.82)  0.022
C (-5.24, -2.28, 1.08)  -0.142
H (-5.99, -4.33, 1.28)  0.085
H (-3.32, -4.96, 0.94)  0.086
H (-2.08, -2.62, 0.48)  0.096
H (-3.77, -0.82, 0.70)  0.103
H (-6.09, -1.64, 1.18)  0.091
C (3.92, 1.75, -2.24)  -0.103
C (4.32, 2.72, -3.19)  -0.111
C (4.36, 3.92, -2.55)  -0.147
N (3.96, 3.72, -1.25)  0.001
C (3.70, 2.40, -1.06)  -0.149
H (3.77, 0.69, -2.35)  0.068
H (4.51, 2.56, -4.24)  0.092
H (4.61, 4.91, -2.88)  0.102
H (3.90, 4.42, -0.54)  0.142
H (3.24, 2.06, -0.15)  0.104
C (4.32, -2.09, -3.29)  -0.109
C (5.46, -1.88, -2.45)  -0.112
C (5.00, -1.66, -1.20)  -0.159
N (3.64, -1.77, -1.20)  0.012
C (3.21, -2.05, -2.49)  -0.142
H (4.31, -2.33, -4.34)  0.086
H (6.48, -1.79, -2.78)  0.090
H (5.56, -1.50, -0.29)  0.109
H (3.06, -1.58, -0.40)  0.111
H (2.15, -2.13, -2.70)  0.106
C (-0.75, -0.68, 1.80)  -0.128
C (0.48, -1.08, 1.21)  -0.108
C (0.75, -0.20, 0.20)  -0.145
N (-0.29, 0.67, 0.11)  0.028
C (-1.19, 0.40, 1.09)  -0.149
H (-1.26, -1.20, 2.59)  0.095
H (1.14, -1.86, 1.54)  0.067
H (1.51, -0.14, -0.57)  0.088
H (-0.35, 1.44, -0.56)  0.087
H (-2.06, 1.04, 1.19)  0.063
C (2.65, -4.55, 1.79)  -0.081
C (2.50, -3.84, 2.99)  -0.089
C (3.61, -3.21, 3.52)  -0.163
N (4.81, -3.27, 2.95)  0.054
C (4.94, -3.93, 1.80)  -0.170
C (3.89, -4.59, 1.18)  -0.078
H (1.81, -5.13, 1.43)  0.107
H (1.55, -3.85, 3.50)  0.102
H (3.54, -2.68, 4.46)  0.104
H (5.95, -4.04, 1.44)  0.105
H (4.08, -5.16, 0.28)  0.105
C (-6.85, 1.26, 2.25)  -0.078
C (-5.73, 1.48, 3.03)  -0.055
C (-4.51, 1.55, 2.38)  -0.150
N (-4.37, 1.52, 1.06)  0.030
C (-5.47, 1.39, 0.33)  -0.153
C (-6.74, 1.24, 0.88)  -0.073
H (-7.83, 1.10, 2.70)  0.111
H (-5.83, 1.48, 4.10)  0.106
H (-3.58, 1.70, 2.92)  0.110
H (-5.34, 1.44, -0.75)  0.112
H (-7.56, 1.04, 0.20)  0.106
C (-1.72, 5.56, -2.13)  -0.080
C (-0.57, 5.08, -2.73)  -0.066
C (-0.17, 3.78, -2.47)  -0.121
N (-0.84, 2.97, -1.63)  0.037
C (-1.88, 3.48, -0.99)  -0.137
C (-2.34, 4.77, -1.18)  -0.064
H (-2.11, 6.54, -2.38)  0.108
H (0.03, 5.70, -3.39)  0.104
H (0.74, 3.39, -2.91)  0.107
H (-2.43, 2.83, -0.31)  0.085
H (-3.18, 5.12, -0.61)  0.104

The calculation puts the highest occupied orbital energy at -0.2902 Ha. Its SMILES is c1cc[nH]c1.c1cc[nH]c1.c1cc[nH]c1.c1cc[nH]c1.c1ccncc1.c1ccncc1.c1ccncc1. The frontier orbital gap comes out at 8.44 eV. The lowest unoccupied orbital energy comes out at 0.544 eV. As for the total charge: 0.



[5]
Molecular formula: C21H37F3N3O6P2
Method: DFT, wB97M-V/def2-TZVPD

Last column: Löwdin charge in e.
Cartesian coordinates (Å):
C (0.33, -0.87, 2.42)  -0.098
C (1.30, -2.03, 1.74)  -0.230
O (1.23, -2.06, 0.27)  -0.244
C (1.47, -0.70, -0.31)  -0.190
C (2.11, -0.85, -1.81)  -0.050
C (1.06, -0.55, -3.04)  -0.303
N (1.53, -1.11, -4.40)  0.111
C (1.53, -2.49, -4.38)  -0.045
O (1.95, -3.78, -4.29)  0.042
C (0.80, 1.05, -3.48)  -0.180
C (2.09, 2.06, -3.53)  -0.114
C (1.87, 3.45, -2.66)  -0.110
C (1.90, 3.23, -1.03)  -0.074
F (0.87, 2.56, -0.21)  -0.069
C (3.08, 3.80, -0.30)  0.000
F (4.37, 3.10, -0.47)  0.012
F (2.84, 5.00, 0.55)  0.008
N (-0.43, 1.49, -2.72)  0.090
C (-1.30, 0.52, -2.26)  -0.196
P (-2.89, 0.75, -1.23)  0.974
C (-4.14, 1.94, -2.05)  -0.412
C (-3.49, 3.24, -2.80)  -0.198
C (-2.37, 1.31, 0.52)  -0.394
C (-2.32, 2.94, 0.74)  -0.164
C (-0.56, -0.88, -2.79)  -0.203
C (-0.97, -2.30, -2.08)  -0.174
P (-2.06, -3.42, -3.25)  0.720
O (-2.89, -4.48, -2.38)  -0.368
O (-1.11, -4.35, -4.38)  -0.207
O (-3.20, -2.47, -4.18)  -0.211
H (0.15, -1.19, 3.55)  0.059
H (0.88, 0.16, 2.33)  0.083
H (-0.71, -0.89, 1.88)  0.074
H (2.43, -1.96, 2.10)  0.140
H (0.89, -3.07, 2.12)  0.140
H (0.55, 0.01, -0.23)  0.093
H (2.32, -0.23, 0.37)  0.145
H (2.60, -1.94, -1.86)  0.153
H (3.04, -0.10, -1.85)  0.128
H (0.54, 0.90, -4.63)  0.169
H (2.22, 2.41, -4.67)  0.137
H (3.12, 1.58, -3.23)  0.124
H (0.81, 3.92, -2.92)  0.134
H (2.74, 4.19, -2.96)  0.145
H (-0.73, 2.45, -2.43)  0.125
H (-4.85, 1.33, -2.79)  0.102
H (-4.87, 2.36, -1.21)  0.112
H (-3.34, 3.06, -3.97)  0.095
H (-2.52, 3.67, -2.29)  0.050
H (-4.30, 4.11, -2.74)  0.099
H (-1.27, 0.92, 0.72)  0.058
H (-3.07, 0.83, 1.32)  0.102
H (-2.76, 3.58, -0.13)  0.052
H (-1.24, 3.35, 1.05)  0.086
H (-3.01, 3.16, 1.69)  0.097
H (-0.99, -1.01, -3.90)  0.143
H (-1.58, -2.13, -1.07)  0.122
H (-0.03, -2.95, -1.83)  0.115
H (-0.85, -3.79, -5.19)  0.086
H (-3.19, -1.53, -3.85)  0.057
C (1.86, -0.76, 7.17)  -0.007
C (0.92, -1.75, 6.54)  -0.524
O (0.46, -1.58, 5.42)  -0.009
N (0.59, -2.87, 7.25)  0.005
C (1.02, -3.25, 8.57)  -0.075
H (2.03, 0.07, 6.49)  0.086
H (1.42, -0.37, 8.09)  0.089
H (2.82, -1.24, 7.38)  0.089
H (-0.05, -3.48, 6.76)  0.146
H (1.53, -4.22, 8.50)  0.087
H (0.14, -3.35, 9.20)  0.087
H (1.70, -2.52, 9.01)  0.079

The calculation puts the highest occupied orbital energy at -0.4176 Ha. The frontier orbital gap comes out at 6.50 eV. The lowest unoccupied orbital energy comes out at -4.866 eV. As for the total charge: +1.